Entry 1:
Density functional theory data (wB97M-V/def2-TZVPD) for 12 unconnected molecules or ions with the total composition C63H87N9.

Last column: Löwdin charge in e.
Cartesian coordinates (Å):
C (3.265, -2.328, -5.232)  -0.076
C (3.107, -2.295, -3.876)  -0.068
C (1.830, -2.055, -3.369)  -0.144
N (0.696, -2.035, -4.113)  0.068
C (0.860, -2.036, -5.439)  -0.136
C (2.145, -2.125, -6.023)  -0.058
H (4.202, -2.452, -5.692)  0.095
H (3.885, -2.418, -3.136)  0.093
H (1.704, -1.810, -2.278)  0.102
H (-0.031, -2.023, -6.045)  0.096
H (2.241, -2.089, -7.083)  0.090
C (-7.099, 2.267, -0.572)  -0.074
C (-8.223, 1.971, -1.380)  -0.054
C (-8.696, 0.641, -1.369)  -0.158
N (-8.088, -0.358, -0.704)  0.060
C (-6.980, -0.015, 0.005)  -0.154
C (-6.481, 1.253, 0.074)  -0.103
H (-6.764, 3.264, -0.541)  0.090
H (-8.846, 2.723, -1.908)  0.106
H (-9.646, 0.407, -1.870)  0.102
H (-6.557, -0.792, 0.547)  0.070
H (-5.509, 1.416, 0.543)  0.079
C (-1.693, 3.477, -1.517)  -0.053
C (-2.114, 2.120, -1.507)  -0.073
C (-3.038, 1.820, -0.611)  -0.169
N (-3.416, 2.644, 0.390)  0.073
C (-3.005, 3.918, 0.401)  -0.129
C (-2.085, 4.393, -0.566)  -0.060
H (-1.005, 3.912, -2.217)  0.086
H (-1.991, 1.415, -2.301)  0.089
H (-3.609, 0.859, -0.653)  0.100
H (-3.392, 4.626, 1.119)  0.098
H (-1.765, 5.408, -0.693)  0.095
C (-3.887, 2.499, 4.066)  -0.087
C (-3.466, 1.261, 3.630)  -0.088
C (-3.379, 0.200, 4.536)  -0.141
N (-3.570, 0.375, 5.870)  0.057
C (-3.967, 1.632, 6.255)  -0.145
C (-4.123, 2.703, 5.403)  -0.085
H (-3.944, 3.325, 3.382)  0.091
H (-3.249, 1.051, 2.598)  0.058
H (-3.235, -0.851, 4.323)  0.096
H (-4.127, 1.753, 7.322)  0.098
H (-4.471, 3.669, 5.788)  0.110
C (0.797, 1.924, -4.057)  -0.051
C (1.831, 2.063, -4.988)  -0.056
C (3.127, 1.703, -4.618)  -0.155
N (3.428, 1.278, -3.409)  0.073
C (2.419, 1.192, -2.505)  -0.166
C (1.090, 1.437, -2.770)  -0.085
H (-0.214, 2.142, -4.360)  0.103
H (1.662, 2.387, -6.001)  0.097
H (3.982, 1.795, -5.292)  0.109
H (2.649, 0.849, -1.504)  0.064
H (0.337, 1.287, -2.038)  0.063
C (-3.886, -3.497, -2.729)  -0.105
C (-4.731, -2.522, -2.273)  -0.077
C (-4.484, -1.184, -2.676)  -0.171
N (-3.422, -0.762, -3.362)  0.048
C (-2.559, -1.737, -3.770)  -0.115
C (-2.796, -3.130, -3.491)  -0.065
H (-4.076, -4.523, -2.416)  0.112
H (-5.660, -2.758, -1.761)  0.107
H (-5.155, -0.381, -2.322)  0.099
H (-1.768, -1.392, -4.435)  0.072
H (-2.017, -3.827, -3.834)  0.092
C (3.295, -3.743, 4.576)  -0.073
C (2.064, -3.159, 4.298)  -0.090
C (1.097, -3.787, 3.530)  -0.135
N (1.376, -4.997, 2.975)  0.058
C (2.560, -5.557, 3.264)  -0.177
C (3.526, -5.042, 4.120)  -0.070
H (4.030, -3.262, 5.228)  0.108
H (1.909, -2.157, 4.658)  0.090
H (0.109, -3.269, 3.434)  0.111
H (2.779, -6.526, 2.787)  0.107
H (4.384, -5.649, 4.310)  0.094
C (6.948, -0.140, 0.633)  -0.083
C (6.376, 0.333, -0.525)  -0.075
C (5.217, 1.123, -0.483)  -0.140
N (4.663, 1.544, 0.675)  0.045
C (5.159, 1.077, 1.848)  -0.130
C (6.339, 0.255, 1.860)  -0.052
H (7.803, -0.755, 0.736)  0.089
H (6.813, 0.003, -1.524)  0.127
H (4.757, 1.468, -1.371)  0.055
H (4.594, 1.314, 2.753)  0.100
H (6.631, -0.103, 2.852)  0.094
C (2.056, 4.467, -1.288)  -0.042
C (2.991, 4.601, -0.252)  -0.069
C (3.275, 5.864, 0.221)  -0.164
N (2.747, 7.001, -0.233)  0.055
C (1.934, 6.936, -1.246)  -0.169
C (1.549, 5.698, -1.790)  -0.056
H (1.714, 3.549, -1.682)  0.055
H (3.391, 3.627, 0.089)  0.087
H (3.907, 5.902, 1.078)  0.096
H (1.528, 7.880, -1.608)  0.104
H (0.902, 5.664, -2.610)  0.069
C (0.444, 0.801, 3.787)  -0.092
C (-0.159, 2.101, 3.270)  -0.261
C (0.914, 3.131, 2.941)  -0.232
C (0.425, 4.346, 2.203)  -0.229
C (-0.759, 5.108, 2.850)  -0.235
C (-0.732, 6.552, 2.298)  -0.102
H (-0.219, 0.134, 4.308)  0.056
H (1.202, 1.057, 4.541)  0.078
H (0.985, 0.254, 3.015)  0.039
H (-0.813, 1.956, 2.413)  0.093
H (-0.865, 2.456, 3.992)  0.087
H (1.699, 2.686, 2.324)  0.098
H (1.432, 3.425, 3.892)  0.130
H (1.302, 5.026, 2.114)  0.104
H (0.122, 4.012, 1.182)  0.108
H (-1.719, 4.585, 2.646)  0.074
H (-0.664, 5.178, 3.952)  0.115
H (-1.515, 7.182, 2.653)  0.057
H (0.241, 6.961, 2.467)  0.063
H (-0.832, 6.563, 1.223)  0.047
C (-3.881, -1.661, 1.273)  -0.101
C (-2.367, -1.403, 1.256)  -0.270
C (-1.706, -1.591, -0.091)  -0.209
C (-0.368, -0.850, -0.302)  -0.179
C (0.772, -1.503, 0.577)  -0.226
C (1.949, -0.522, 0.666)  -0.133
H (-4.333, -1.383, 2.238)  0.064
H (-4.103, -2.757, 1.171)  0.094
H (-4.312, -1.142, 0.439)  0.023
H (-2.246, -0.337, 1.620)  0.092
H (-1.901, -1.966, 2.073)  0.096
H (-2.440, -1.139, -0.820)  0.084
H (-1.663, -2.656, -0.402)  0.116
H (-0.038, -0.793, -1.346)  0.082
H (-0.495, 0.140, 0.176)  0.098
H (0.403, -1.488, 1.598)  0.068
H (1.107, -2.492, 0.293)  0.086
H (2.590, -0.653, 1.565)  0.074
H (2.511, -0.537, -0.292)  0.042
H (1.623, 0.528, 0.647)  0.063
C (-0.052, -5.033, -1.875)  -0.100
C (0.650, -6.447, -1.654)  -0.213
C (2.186, -6.379, -1.609)  -0.221
C (2.710, -5.241, -0.750)  -0.246
C (4.217, -5.003, -0.777)  -0.248
C (4.464, -3.606, -0.124)  -0.098
H (0.126, -4.600, -2.889)  0.063
H (0.303, -4.323, -1.168)  0.022
H (-1.142, -4.978, -1.821)  0.049
H (0.269, -6.752, -0.725)  0.074
H (0.281, -7.163, -2.456)  0.118
H (2.597, -6.277, -2.619)  0.110
H (2.597, -7.276, -1.138)  0.110
H (2.391, -4.227, -1.141)  0.097
H (2.335, -5.435, 0.270)  0.108
H (4.803, -5.775, -0.357)  0.084
H (4.618, -4.946, -1.774)  0.094
H (3.839, -3.387, 0.758)  0.071
H (5.511, -3.434, 0.086)  0.056
H (4.245, -2.851, -0.905)  0.051

## Properties
Spin multiplicity ... 1
Lowest unoccupied orbital energy ... 0.55 eV
SMILES ... c1ccncc1.c1ccncc1.c1ccncc1.c1ccncc1.c1ccncc1.c1ccncc1.c1ccncc1.c1ccncc1.c1ccncc1.CCCCCC.CCCCCC.CCCCCC
Energy relative to the best compared isomer or geometry (same formula, charge and spin) ... 0.0 kJ/mol


Entry 2:
Density functional theory data (wB97M-V/def2-TZVPD) for 3 unconnected molecules or ions with the total composition C3H12NO4.

Last column: Löwdin charge in e.
Cartesian coordinates (Å):
N (2.006, -0.466, 0.332)  0.005
C (0.825, -0.424, 1.179)  -0.336
C (0.486, -1.897, 1.565)  -0.198
O (-0.872, -2.324, 1.221)  -0.132
C (-0.441, 0.474, 0.497)  -0.295
O (-0.044, 0.800, -0.756)  -0.349
H (1.813, -1.149, -0.387)  0.054
H (2.058, 0.427, -0.157)  0.062
H (1.001, 0.091, 2.122)  0.096
H (1.077, -2.665, 1.035)  0.108
H (0.478, -1.846, 2.670)  0.108
H (-0.956, -2.141, 0.280)  0.065
H (-1.291, -0.251, 0.508)  0.086
H (-0.628, 1.422, 1.032)  0.095
H (-1.891, 0.960, -2.702)  -0.004
H (-1.175, 0.125, -1.605)  -0.022
O (-1.921, 0.087, -2.298)  -0.157
H (0.079, 2.178, -1.385)  -0.013
H (-0.457, 3.575, -1.211)  -0.006
O (-0.145, 3.025, -1.939)  -0.165

## Properties
Spin multiplicity ... 1
Lowest unoccupied orbital energy ... 3.81 eV
Energy relative to the best compared isomer or geometry (same formula, charge and spin) ... 123.8 kJ/mol
Total charge ... -1


Entry 3:
Density functional theory data (wB97M-V/def2-TZVPD) for 3 unconnected molecules or ions with the total composition C7H19INO3.

Last column: Löwdin charge in e.
Cartesian coordinates (Å):
I (-0.111, 0.488, -3.365)  -0.942
C (-1.052, 3.981, 1.261)  -0.103
O (-1.169, 2.537, 1.156)  -0.194
C (-0.100, 1.921, 1.886)  -0.203
C (-0.388, 0.362, 2.115)  -0.187
N (-1.735, 0.181, 2.688)  -0.049
C (-1.992, -1.235, 2.891)  -0.247
C (-1.977, -2.153, 1.733)  -0.239
O (-2.658, -1.733, 0.534)  -0.158
C (-2.330, -2.534, -0.567)  -0.132
H (-1.917, 4.353, 0.713)  0.082
H (-0.202, 4.370, 0.700)  0.081
H (-1.078, 4.322, 2.296)  0.076
H (0.045, 2.416, 2.846)  0.097
H (0.781, 2.076, 1.262)  0.116
H (0.458, -0.104, 2.622)  0.107
H (-0.367, -0.047, 1.105)  0.112
H (-1.604, 0.670, 3.561)  0.101
H (-2.898, -1.341, 3.487)  0.110
H (-1.249, -1.520, 3.636)  0.109
H (-2.156, -3.189, 2.019)  0.120
H (-0.908, -2.269, 1.558)  0.106
H (-2.866, -2.064, -1.391)  0.089
H (-2.759, -3.532, -0.484)  0.075
H (-1.275, -2.611, -0.831)  0.087
C (5.573, -0.385, -5.710)  -0.145
O (4.640, -1.358, -5.171)  -0.142
H (5.792, -0.859, -6.666)  0.065
H (5.136, 0.610, -5.795)  0.079
H (6.552, -0.376, -5.230)  0.061
H (3.815, -0.977, -4.860)  0.067

## Properties
Spin multiplicity ... 1
Lowest unoccupied orbital energy ... 2.97 eV
Energy relative to the best compared isomer or geometry (same formula, charge and spin) ... 128.3 kJ/mol
Total charge ... -1


Entry 4:
Density functional theory data (wB97M-V/def2-TZVPD) for a molecular structure, C8H12DyN2O.

Last column: Löwdin charge in e.
Cartesian coordinates (Å):
C (-1.902, 0.872, -1.850)  -0.024
C (-1.372, 1.856, -0.607)  -0.111
O (-1.800, 1.254, 0.666)  0.050
C (-0.730, 1.250, 1.672)  -0.094
C (0.283, -0.030, 1.631)  -0.085
C (0.082, -1.067, 0.384)  -0.224
C (0.344, -2.594, 1.014)  -0.091
N (0.361, -3.752, 1.642)  0.186
C (1.162, -0.893, -0.848)  -0.101
C (2.735, -0.926, -0.361)  -0.250
N (3.990, -0.711, -0.076)  0.032
H (-2.575, 0.012, -1.391)  0.120
H (-1.022, 0.396, -2.461)  0.092
H (-2.571, 1.514, -2.589)  0.137
H (-1.940, 2.879, -0.730)  0.213
H (-0.209, 2.004, -0.670)  0.150
H (-0.105, 2.255, 1.648)  0.183
H (-1.246, 1.237, 2.748)  0.196
H (0.144, -0.640, 2.642)  0.167
H (1.391, 0.409, 1.690)  0.154
H (-0.990, -1.106, -0.080)  0.155
H (0.899, 0.100, -1.419)  0.138
H (1.031, -1.805, -1.603)  0.160
Dy (4.043, -2.514, -1.052)  1.846

## Properties
Spin multiplicity ... 6
Lowest unoccupied orbital energy (spin up / spin down) ... -14.12 / -14.70 eV
Total charge ... +3


| no. | E_tot (a.u.) | strongest force on any atom (eV/A) |
| --- | --- | --- |
| 1 | -2945.4544 | 3.758 |
| 2 | -477.2125 | 2.324 |
| 3 | -856.2489 | 3.152 |
| 4 | -1380.2986 | 12.376 |